# 1
Formula: C26H27NO4S2
Source: the Open Molecules 2025 dataset
Level of theory: ωB97M-V with the def2-TZVPD basis set

XYZ file:
```
60
Properties=species:S:1:pos:R:3:forces:R:3:nbo_charge:R:1
C 2.29181 -5.12833 1.55879 0.0 -0.2 -0.1 -0.19
C 2.85853 -4.25667 0.65078 0.1 -0.1 -0.2 -0.21
C 2.84293 -2.89900 0.89707 0.4 0.3 -0.6 -0.19
C 2.27535 -2.42128 2.05281 0.2 0.6 -0.2 -0.23
S 2.30630 -0.65814 2.37211 2.8 0.3 0.7 2.07
C 0.55739 -0.26897 2.33633 0.6 0.3 -0.9 -0.60
C 0.04545 0.25229 3.41974 -0.3 0.5 0.6 -0.24
S -0.49085 -0.54514 0.90933 -0.9 -0.4 -1.8 2.07
C -1.68482 -1.72124 1.56458 0.3 0.5 -0.2 -0.24
C -1.41596 -3.06834 1.51194 0.6 -0.3 -0.3 -0.21
C -2.35040 -3.97478 1.96978 0.0 -0.1 0.0 -0.20
C -3.54620 -3.52503 2.49333 -0.2 -0.2 0.1 -0.18
C -3.80702 -2.17053 2.55390 -0.1 0.1 0.1 -0.21
C -2.87291 -1.26830 2.08667 -0.3 0.6 0.1 -0.21
O -1.28596 0.72373 0.70170 2.5 -3.0 0.1 -0.89
O 0.30052 -1.36334 -0.08236 -1.7 2.9 2.1 -0.88
O 2.67758 -0.52686 3.83234 -0.7 0.1 -3.6 -0.92
O 3.10451 0.01313 1.28135 -2.4 -1.5 3.0 -0.87
C 1.70575 -3.28245 2.96018 -0.2 0.1 0.6 -0.22
C 1.71413 -4.64022 2.71357 -0.1 -0.1 0.2 -0.21
H 2.31147 -6.19124 1.37289 0.0 -0.1 0.0 0.22
H 3.31838 -4.63476 -0.24752 0.0 0.0 -0.1 0.22
H 3.27404 -2.19921 0.19774 0.0 0.0 -0.1 0.25
H -0.98758 0.53595 3.47557 -0.4 0.0 -0.1 0.22
H 0.66495 0.43766 4.27857 0.2 -0.1 0.2 0.25
H -0.48373 -3.40153 1.08598 0.1 -0.1 -0.1 0.25
H -2.14885 -5.03201 1.90973 0.1 -0.1 0.0 0.22
H -4.28284 -4.23226 2.84182 -0.1 -0.1 0.1 0.22
H -4.73968 -1.81605 2.96204 -0.1 0.1 0.0 0.22
H -3.07454 -0.20892 2.09292 -0.1 0.1 0.0 0.24
H 1.27314 -2.88870 3.86534 -0.1 0.0 0.2 0.23
H 1.27277 -5.31793 3.42561 -0.1 -0.1 0.1 0.22
C -1.94306 -0.03695 -5.76809 -0.2 -0.2 -0.3 -0.24
C -2.83475 0.29375 -4.76583 -0.1 -0.1 -0.1 -0.21
C -2.39596 0.94350 -3.63309 0.4 0.1 0.1 -0.24
C -1.04713 1.28508 -3.47730 0.0 -0.3 -0.3 0.06
C -0.63143 2.04533 -2.31900 0.6 0.4 0.3 -0.36
C 0.60696 2.55019 -2.12503 -1.0 0.9 0.7 0.06
N 0.92294 3.46995 -1.14255 0.6 0.4 0.9 -0.41
C 2.13995 4.31124 -1.21907 -0.4 -0.6 -0.4 -0.21
C 2.10329 5.26287 -0.01116 0.1 -0.1 0.0 -0.41
C 0.69518 5.11868 0.61942 0.0 -0.1 0.0 -0.41
C -0.07022 4.10383 -0.24769 0.2 -0.6 -0.6 -0.22
C -0.16006 0.93622 -4.50148 -0.2 0.0 0.1 -0.23
C -0.60595 0.28434 -5.62949 0.1 0.0 0.0 -0.20
H -2.28873 -0.53945 -6.65759 -0.1 -0.1 -0.1 0.21
H -3.87960 0.05307 -4.87706 -0.2 -0.1 0.0 0.21
H -3.09750 1.21325 -2.86172 -0.1 0.1 0.2 0.20
H -1.39596 2.28614 -1.60303 -0.3 0.1 0.2 0.21
H 1.40206 2.29121 -2.79758 0.4 0.1 -0.1 0.19
H 3.02646 3.67034 -1.22569 0.0 0.1 0.1 0.20
H 2.12714 4.85691 -2.16805 0.1 0.2 0.0 0.17
H 2.88430 4.99769 0.71222 -0.2 0.0 -0.2 0.21
H 2.30247 6.29741 -0.31800 -0.1 -0.3 0.0 0.21
H 0.76932 4.76094 1.65405 0.0 0.0 -0.3 0.21
H 0.17065 6.08215 0.65672 0.1 -0.3 -0.1 0.21
H -0.83534 4.59026 -0.86134 -0.1 0.1 0.0 0.18
H -0.56081 3.32925 0.35041 0.0 0.1 -0.1 0.21
H 0.88251 1.18925 -4.41449 0.2 0.0 0.0 0.19
H 0.08957 0.03198 -6.41313 0.1 -0.1 -0.1 0.21
```
Forces are in eV/Å.

Values from the calculation:
Multiplicity: 1
E_LUMO in eV: -0.44
HOMO-LUMO gap in Eh: 0.2267
Total charge: 0
SMILES: C=C(S(=O)(=O)c1ccccc1)S(=O)(=O)c1ccccc1.C(=C\N1CCCC1)/c1ccccc1


# 2
Formula: C26H28AuBIN10
Source: the Open Molecules 2025 dataset
Level of theory: ωB97M-V with the def2-TZVPD basis set

XYZ file:
```
67
Properties=species:S:1:pos:R:3:forces:R:3:lowdin_spin:R:1
Au -0.25766 -0.70643 -0.45072 0.2 -0.1 -0.2 0.01
C -1.80819 3.60289 0.95824 -0.1 0.0 0.0 0.00
C -1.40514 2.37071 1.68674 0.1 0.0 0.0 0.00
C -2.11521 1.58322 2.58738 0.0 0.0 0.0 0.00
C -1.24126 0.58758 2.98396 0.0 0.0 0.0 0.00
N -0.07131 0.75171 2.37090 0.0 0.0 -0.1 0.00
N -0.18430 1.83698 1.57157 -0.1 0.0 0.1 0.00
B 1.24869 -0.07266 2.54632 -0.2 -0.1 0.1 0.02
N 2.25994 0.59557 1.66980 0.1 0.0 -0.1 0.15
C 3.59049 0.26444 1.41833 0.0 0.0 0.0 0.29
C 3.90554 0.63939 0.12526 0.0 0.0 0.0 0.02
C 2.78728 1.18088 -0.47392 0.1 0.2 0.0 0.25
C 2.53636 1.60987 -1.87123 0.0 -0.1 -0.1 0.04
N 1.73130 1.12356 0.46262 -0.1 -0.2 0.1 0.11
N 0.89568 -1.58062 2.18603 0.1 0.1 0.2 0.01
C 1.01460 -2.66450 2.97226 0.1 0.0 0.0 0.00
C 0.73716 -3.79080 2.22815 0.0 0.0 -0.1 0.00
C 0.43120 -3.31404 0.95083 0.0 -0.1 0.0 0.00
C 0.03160 -4.07222 -0.26907 0.0 0.0 0.0 0.00
N 0.52854 -1.98570 0.94410 -0.2 0.2 0.1 0.00
N 1.66259 -0.04946 4.02050 0.3 -0.1 -0.1 0.00
C 2.78020 -0.60195 4.54961 -0.1 0.0 0.0 0.00
C 2.89209 -0.16716 5.84652 0.0 0.0 0.0 0.00
C 1.78086 0.68032 6.03043 0.0 0.0 0.0 0.00
C 1.39061 1.44235 7.25639 0.0 0.0 0.0 0.00
N 1.05467 0.75039 4.92683 -0.1 0.0 0.0 0.00
H -2.54296 4.14795 1.54817 0.0 0.0 0.0 0.00
H -2.24283 3.34065 -0.00591 0.0 0.0 0.0 0.00
H -0.95706 4.25932 0.78191 0.0 0.0 0.0 0.00
H -3.13068 1.73155 2.90764 0.0 0.0 0.0 0.00
H -1.36507 -0.21848 3.68639 0.0 0.0 0.0 0.00
H 4.21582 -0.15354 2.18551 0.0 0.0 0.0 0.02
H 4.86389 0.50734 -0.35052 0.0 0.0 0.0 -0.01
H 3.48212 1.62942 -2.41164 0.0 0.0 0.0 0.00
H 2.07745 2.60000 -1.94775 0.0 0.0 0.0 0.01
H 1.85373 0.92566 -2.38580 0.0 0.0 0.0 0.01
H 1.29892 -2.56041 4.00553 0.0 0.0 0.0 0.00
H 0.74935 -4.81485 2.55746 0.0 0.0 0.0 0.00
H -0.01188 -5.13768 -0.05234 0.0 0.0 0.0 0.00
H 0.74861 -3.90973 -1.07450 0.0 0.0 0.0 0.00
H -0.94648 -3.74696 -0.62421 0.0 0.0 0.0 0.00
H 3.39432 -1.27547 3.97194 0.0 0.0 0.0 0.00
H 3.65436 -0.42095 6.56334 0.0 0.0 0.0 0.00
H 2.09531 1.25309 8.06471 0.0 0.0 0.0 0.00
H 0.39523 1.15491 7.59585 0.0 0.0 0.0 0.00
H 1.37681 2.51543 7.06259 0.0 0.0 0.0 0.00
I -3.05684 1.79607 -5.30226 0.0 0.0 0.0 0.00
C -2.01645 1.50439 -3.54958 0.1 0.0 0.1 0.00
C -1.47304 2.47334 -2.69868 -0.1 -0.1 -0.1 0.00
N -0.86423 1.89570 -1.66786 -0.1 0.0 -0.1 0.00
N -0.98949 0.56214 -1.83587 -0.2 0.0 0.0 0.00
C -1.68384 0.30005 -2.95614 0.0 0.0 0.0 0.00
H -1.49369 3.54727 -2.80287 0.0 0.0 0.0 0.00
H 0.45771 2.56126 -0.23182 0.2 0.2 0.3 0.00
H -1.88913 -0.70997 -3.26874 0.0 0.0 0.0 0.00
C 0.92661 2.30736 0.73063 -0.1 -0.2 -0.2 0.03
C 1.67634 3.42290 1.40002 0.1 0.3 0.2 0.01
C 1.65980 3.59992 2.78142 0.0 -0.1 -0.1 0.00
C 2.41562 4.60641 3.36342 0.0 0.0 0.0 0.00
C 3.19560 5.44244 2.57703 0.0 0.0 0.0 0.00
C 3.21734 5.26680 1.20155 0.0 0.0 0.0 0.00
C 2.46118 4.26235 0.61599 0.0 0.0 0.0 0.00
H 1.07607 2.94038 3.41352 0.0 0.0 0.0 0.00
H 2.39894 4.73243 4.43859 0.0 0.0 0.0 0.00
H 3.78372 6.22731 3.03450 0.0 0.0 0.0 0.00
H 3.82274 5.91524 0.58122 0.0 0.0 0.0 0.00
H 2.47693 4.13430 -0.45883 0.0 0.0 0.0 0.00
```
Forces are in eV/Å.

Values from the calculation:
Multiplicity: 2
E_LUMO (spin up / spin down) in eV: 0.65 / 0.64
HOMO-LUMO gap (spin up / spin down) in Eh: 0.2140 / 0.3179
Total charge: 0
<S²>: 0.7693


# 3
Formula: C26H28Cl2N4O6PTa
Source: the Open Molecules 2025 dataset
Level of theory: ωB97M-V with the def2-TZVPD basis set

XYZ file:
```
68
Properties=species:S:1:pos:R:3:forces:R:3:nbo_charge:R:1
Ta -0.51199 1.10190 -0.22684 0.2 1.5 0.4 2.55
Cl -3.55602 6.51489 2.61504 -0.4 0.3 0.1 0.12
C -2.38719 5.44709 2.02205 1.7 -0.1 0.6 -0.04
C -2.70712 4.57797 1.00496 0.2 -0.4 -0.2 -0.22
C -1.73346 3.69425 0.54438 1.8 1.4 1.8 0.10
N -1.90279 2.71947 -0.38976 0.8 -3.0 -1.3 -0.73
C -2.95672 2.73221 -1.31484 0.7 0.3 0.3 0.65
O -3.55279 3.71308 -1.65533 -0.2 -0.2 0.0 -0.47
C -3.23164 1.35204 -1.79135 -0.4 0.0 -0.1 0.11
C -4.32870 1.12464 -2.58609 0.0 -0.1 0.0 -0.17
C -4.71329 -0.19150 -2.83259 0.0 0.2 0.0 -0.09
C -3.99025 -1.19902 -2.23006 0.2 0.0 0.2 -0.21
C -2.87693 -0.88204 -1.45847 0.0 -0.6 -0.3 0.09
N -2.46811 0.36926 -1.25751 0.3 0.7 -0.4 -0.55
C -0.39382 3.70922 1.10738 -2.7 0.8 -0.3 0.18
C -0.07932 4.58041 2.12372 -0.3 0.3 0.3 -0.23
C -1.06356 5.44973 2.59407 -1.1 -0.5 -1.0 -0.06
Cl -0.69047 6.51936 3.83620 0.2 0.4 0.5 0.13
N 0.46103 2.84518 0.44515 0.0 -2.6 -0.6 -0.78
C 1.73555 3.29095 0.09859 -0.3 0.1 -0.2 0.64
O 2.26560 4.27006 0.54470 0.1 -0.3 -0.1 -0.48
C 2.31657 2.43240 -0.97243 0.4 0.2 0.2 0.11
C 3.57487 2.70294 -1.45878 0.0 -0.2 -0.1 -0.17
C 4.09738 1.86371 -2.43978 0.0 0.1 0.1 -0.10
C 3.33155 0.79926 -2.87295 -0.3 -0.1 0.1 -0.21
C 2.07235 0.59356 -2.31857 0.2 -0.2 -0.6 0.09
N 1.56911 1.39332 -1.38407 -1.1 0.4 0.4 -0.53
H -3.70043 4.58875 0.58441 0.0 0.0 0.0 0.26
H -4.87819 1.97557 -2.96438 0.0 0.0 0.0 0.28
H -5.57239 -0.41149 -3.45059 0.0 0.0 0.0 0.26
H -4.26349 -2.23825 -2.34261 0.0 0.0 0.0 0.25
H -2.31048 -1.67852 -1.00299 0.0 0.0 -0.1 0.23
H 0.91232 4.62401 2.54509 0.0 0.0 0.0 0.26
H 4.11191 3.55503 -1.06618 0.0 0.0 0.0 0.28
H 5.07983 2.04264 -2.85422 0.0 0.0 0.0 0.26
H 3.68533 0.12270 -3.63712 0.0 0.0 0.0 0.26
H 1.44941 -0.22178 -2.64864 0.0 -0.1 0.0 0.24
C 1.98025 0.13037 2.07209 0.0 -0.1 0.1 -0.64
C 2.24197 -1.34806 1.85134 0.3 0.1 0.2 0.30
C 3.27603 -1.59186 0.76959 0.0 0.1 0.1 -0.64
C 2.58286 -2.04708 3.15155 0.0 0.0 0.0 -0.63
O 0.99155 -2.02491 1.40650 -0.5 0.2 -0.4 -0.84
P -0.15151 -1.55755 0.47628 1.0 -0.9 0.2 2.65
O 0.32005 -0.79679 -0.79829 -0.7 0.6 0.3 -1.11
O -0.98396 -0.40237 1.11684 0.0 1.4 -0.3 -1.07
O -0.97800 -2.80798 0.16227 -0.2 0.8 0.3 -0.87
C -0.58895 -4.26946 -0.03479 0.0 -0.3 -0.1 0.33
C -0.39314 -4.86687 1.33930 0.0 0.0 0.0 -0.65
C 0.65374 -4.30663 -0.89833 0.0 0.0 0.0 -0.66
C -1.79917 -4.83531 -0.74748 0.0 0.0 0.1 -0.64
H 2.87014 0.58936 2.50473 0.0 0.0 0.0 0.26
H 1.14822 0.28860 2.75743 0.0 0.1 0.0 0.24
H 1.80799 0.64126 1.11961 0.0 0.0 0.0 0.18
H 4.21189 -1.10155 1.04040 0.0 0.0 0.0 0.24
H 2.93948 -1.18369 -0.18410 0.0 0.0 -0.1 0.21
H 3.47577 -2.65655 0.66105 0.0 0.0 0.0 0.24
H 3.52991 -1.66819 3.53578 0.0 0.0 0.0 0.24
H 2.68831 -3.11840 2.98845 0.0 0.0 0.0 0.23
H 1.81077 -1.87147 3.89898 0.0 0.0 0.0 0.23
H 0.44849 -4.40997 1.85423 0.0 0.0 0.0 0.23
H -0.18789 -5.93250 1.23008 0.0 0.0 0.0 0.25
H -1.29539 -4.75854 1.93914 0.0 0.0 0.0 0.24
H 1.51186 -3.88438 -0.37730 0.0 0.0 0.0 0.22
H 0.48831 -3.77875 -1.83730 0.0 0.0 0.0 0.22
H 0.88804 -5.34497 -1.13350 0.0 0.0 0.0 0.26
H -2.68871 -4.74189 -0.12607 0.0 0.0 0.0 0.23
H -1.63750 -5.89436 -0.94592 0.0 0.0 0.0 0.25
H -1.95504 -4.33246 -1.70212 0.0 0.0 0.0 0.21
```
Forces are in eV/Å.

Values from the calculation:
Multiplicity: 1
E_LUMO (spin up / spin down) in eV: -8.25 / -8.60
HOMO-LUMO gap (spin up / spin down) in Eh: 0.1807 / 0.1612
Total charge: +2


So what do the calculations give for E? Going down the list: -58747.1721 -54787.7938 -81539.6338 eV.
So what do the calculations give for relative energy (zero: lowest compared OMol25 entry of this formula, charge and spin)? Going down the list: 5.6 0.0 30.2 kcal/mol.